Formula: C24H20Cl5N4O2PdS2
Source: the Open Molecules 2025 dataset
Level of theory: ωB97M-V/def2-TZVPD

Atoms and positions in Å:
Pd: 0.89 0.71 -1.12
Cl: 3.86 0.64 3.25
Cl: 6.63 1.16 1.87
Cl: 4.25 0.76 -2.98
Cl: 6.81 1.23 -1.25
Cl: 1.27 0.42 1.42
S: -2.57 -3.01 -0.71
S: 0.58 -4.16 -1.27
O: -3.67 -2.30 -1.32
O: -2.36 -4.39 -1.08
N: -1.27 -2.11 -0.81
N: -1.24 1.29 -1.32
N: 0.95 -1.60 -1.30
N: -3.56 -2.93 5.16
C: -0.08 3.47 -1.29
C: -2.35 -3.77 3.23
C: -4.05 -2.10 2.93
C: 5.29 0.96 -0.48
C: -1.38 2.76 -1.49
C: 2.17 -2.22 -1.53
C: 4.14 0.76 -1.24
C: -3.84 -2.14 1.56
C: -2.89 -2.99 1.02
C: -0.03 -2.49 -1.13
C: -2.14 -3.81 1.86
C: 5.21 0.93 0.91
C: 2.18 -3.56 -1.53
C: -1.64 0.61 -2.58
C: 1.13 5.55 -1.08
C: 2.32 4.83 -0.99
C: 2.86 0.56 0.71
C: -3.31 -2.92 3.78
C: -0.06 4.86 -1.22
C: 2.90 0.54 -0.68
C: 1.10 2.73 -1.19
C: 2.29 3.44 -1.03
C: -2.04 0.82 -0.19
C: 3.98 0.71 1.52
H: -4.00 -2.10 5.52
H: -3.11 1.02 -0.36
H: -1.01 0.95 -3.39
H: 3.27 5.35 -0.88
H: 3.04 -1.62 -1.71
H: -4.41 -1.51 0.88
H: 3.23 2.90 -0.94
H: 1.15 6.63 -1.03
H: -1.76 -4.41 3.89
H: -1.39 -4.47 1.44
H: 3.01 -4.23 -1.71
H: -2.12 3.14 -0.79
H: -1.00 5.42 -1.28
H: -1.72 1.33 0.72
H: -1.75 2.96 -2.50
H: -1.55 -0.47 -2.46
H: -2.69 0.83 -2.82
H: -2.80 -3.26 5.73
H: -1.91 -0.25 -0.07
H: -4.80 -1.44 3.35

## Properties
gap between HOMO and LUMO: 7.37 eV
relative energy (zero: lowest compared OMol25 entry of this formula, charge and spin): 120.0 kJ/mol
charge: -1
LUMO energy: 2.37 eV